Computed, not measured: C5H10O2 in the gas phase, with ωB97M-V with the def2-TZVPD basis set.

## Properties
Total energy = -9440.4864 eV
E_LUMO = 0.9 eV
SMILES = COC[C@H]1C[C@H]1O
Spin multiplicity = 1

Each line ends with the Löwdin charge.
Positions of all 17 atoms, in Å:
C 2.342 -0.350 0.767  -0.096
O 0.950 -0.230 0.592  -0.219
C 0.572 -0.224 -0.774  -0.189
C -0.895 0.098 -0.935  -0.208
C -1.953 -0.570 -0.092  -0.055
C -1.678 0.899 0.070  -0.326
O -1.118 1.415 1.231  -0.011
H 2.711 -1.306 0.368  0.092
H 2.538 -0.307 1.840  0.094
H 2.879 0.470 0.266  0.093
H 1.173 0.526 -1.313  0.128
H 0.786 -1.211 -1.219  0.131
H -1.157 0.279 -1.973  0.137
H -2.878 -0.882 -0.568  0.099
H -1.603 -1.209 0.715  0.114
H -2.425 1.593 -0.311  0.142
H -0.244 1.008 1.336  0.071